# H80O40

A 40-piece molecular cluster, H80O40 overall (ωB97M-V/def2-TZVPD, OMol25).

The geometry in XYZ format:
```
120
Properties=species:S:1:pos:R:3:forces:R:3:mulliken_charge:R:1
H -1.546 -4.151 -3.639 2.6 -2.7 -0.5 0.4071
H 0.019 -4.474 -3.880 -0.7 -0.3 0.1 0.2858
O -0.841 -4.936 -3.831 -1.4 2.5 -0.3 -0.6955
H -2.925 -1.191 5.723 0.2 -0.7 0.4 0.3215
H -4.048 -0.720 4.935 0.1 -3.1 1.9 0.2986
O -3.813 -1.542 5.564 -0.6 3.6 -1.9 -0.6017
H 2.595 2.499 1.541 -3.2 0.0 -0.3 0.1373
H 1.077 2.089 2.098 0.6 0.6 -1.1 -0.0980
O 1.584 2.380 1.289 2.0 -1.0 1.4 0.4249
H -3.790 2.908 -0.420 -0.9 -0.3 -0.6 0.2631
H -3.147 4.262 -0.030 0.6 -2.0 -0.2 0.2575
O -2.996 3.260 -0.041 0.1 2.3 0.7 -0.5490
H -3.682 3.875 -3.050 0.2 0.8 -0.5 0.3052
H -3.151 5.211 -2.927 7.8 4.2 3.1 0.2963
O -3.850 4.824 -3.196 -8.2 -4.5 -2.6 -0.5535
H -0.518 -1.187 -1.403 3.7 -2.7 -1.2 0.1146
O -1.242 -0.792 -1.043 -3.1 5.2 -1.2 0.5743
H 3.661 -1.425 -5.646 1.5 1.7 1.2 0.3231
O 4.171 -0.705 -5.119 -4.6 -0.6 0.7 -0.6133
H -4.089 1.072 -1.890 -2.5 2.3 -0.6 0.3657
H -5.040 2.420 -2.396 0.9 -1.7 0.8 0.2299
O -4.949 1.648 -1.762 1.6 -0.5 -0.2 -0.6507
H -2.532 -0.867 2.621 -0.2 1.8 -2.1 0.1558
H -3.189 -2.261 2.849 -0.8 -0.1 -0.6 0.2467
O -2.534 -1.637 3.117 1.0 -1.8 2.7 -0.4744
H -0.464 1.611 -0.628 4.4 2.0 -6.5 0.0472
H -1.735 2.052 0.136 0.5 0.2 -0.6 0.2145
O -0.939 1.488 0.070 -5.0 -1.6 7.5 -0.1893
H 1.622 -4.922 -0.762 2.1 2.3 -1.1 0.2912
H 1.694 -6.476 -0.595 -1.3 2.4 0.1 0.2616
O 1.120 -5.634 -0.493 -0.7 -4.8 0.9 -0.5583
H 3.299 4.188 -2.215 2.4 0.4 1.3 0.3596
O 4.164 3.923 -1.705 -3.7 -1.8 -2.0 -0.6250
H 4.259 -1.120 -1.164 0.5 0.4 -2.4 0.3319
H 4.979 -0.436 -2.544 -1.5 -2.3 1.4 0.2782
O 4.354 -1.178 -2.190 1.1 1.7 1.3 -0.5866
H 1.000 -3.210 3.799 0.0 -0.5 -0.2 0.5190
H 0.399 -1.906 3.435 -0.5 1.5 0.5 0.0895
O 1.101 -2.470 3.176 1.0 -0.6 -0.4 -0.3344
H -5.425 -1.508 -0.780 -0.3 -0.1 -0.4 0.3145
H -6.842 -1.044 -0.427 0.8 -0.5 -1.5 0.2962
O -6.249 -1.214 -1.214 -0.7 0.1 1.6 -0.5918
H 4.650 -1.266 3.073 0.7 -1.4 0.8 0.2619
H 4.103 -0.441 2.138 -2.1 0.4 -5.3 0.2512
O 4.426 -0.362 2.960 1.5 1.0 4.4 -0.6000
H 6.195 1.081 -1.279 0.6 -1.0 -1.2 0.2528
H 6.142 2.549 -0.955 0.6 2.4 -1.1 0.2742
O 5.973 1.708 -0.630 -1.1 -1.2 2.2 -0.4849
H -1.720 0.997 -6.148 2.4 0.2 2.7 0.3359
H -1.259 0.360 -4.812 -1.0 -3.1 1.9 0.2596
O -1.032 1.056 -5.348 -1.4 2.7 -4.6 -0.5855
H -2.386 1.828 -4.120 -3.1 2.5 0.1 0.2623
O -3.298 2.418 -4.044 5.6 -1.0 1.3 -0.5603
H -1.628 -4.780 -1.845 -0.6 2.2 0.5 0.3857
H -2.159 -3.247 -1.304 -0.1 0.2 1.7 0.1664
O -2.034 -3.870 -1.992 0.1 -1.8 -1.5 -0.6523
H -3.858 -0.971 0.268 -1.2 1.8 0.4 0.3123
O -3.317 -1.720 0.221 2.9 -2.2 -0.6 -0.7279
H 1.424 0.180 4.816 2.5 0.5 0.9 0.2400
H 0.337 -0.672 5.699 0.7 0.0 1.0 0.2352
O 0.616 -0.251 4.901 -2.7 -1.2 -1.4 -0.5393
H 0.345 3.048 -5.058 -0.5 -1.0 -0.5 0.2804
H 0.580 3.014 -3.558 -0.5 -3.5 4.4 0.2498
O 0.626 3.501 -4.286 1.0 4.6 -3.8 -0.5720
H -0.007 -4.860 3.578 1.9 -0.4 0.7 0.3903
H 1.506 -5.347 3.929 0.1 -0.5 -0.3 0.3126
O 0.808 -4.747 4.173 -2.3 -0.1 -0.1 -0.7265
H -2.389 -1.732 -3.653 0.3 0.1 0.2 0.1875
H -3.709 -1.157 -3.964 -1.2 0.0 -0.1 0.2672
O -2.797 -0.916 -3.969 1.0 -0.1 0.0 -0.5550
H 2.412 0.905 0.395 2.7 1.0 -0.1 0.2463
H 3.738 1.774 0.034 0.4 1.1 0.0 -0.0395
O 3.444 0.906 0.257 -2.7 -2.2 0.1 -0.1025
H 1.688 -0.991 -1.568 1.2 1.6 -0.8 0.2267
H 1.594 -2.445 -1.337 -0.7 0.9 0.2 0.1405
O 1.074 -1.604 -1.225 0.3 -2.5 -0.1 -0.4430
H 1.653 3.049 3.886 -1.4 1.4 -0.1 0.3249
H 0.769 4.495 3.564 2.8 -2.7 0.1 0.2502
O 1.658 3.944 3.469 -1.7 1.6 0.9 -0.6271
H 3.417 0.742 -2.603 0.3 -0.5 0.2 0.2545
H 2.553 1.514 -1.666 -0.1 0.6 2.2 -0.1641
O 2.564 1.160 -2.520 -0.7 -0.2 -2.3 -0.3189
H -2.869 1.176 4.015 0.4 1.1 1.1 0.2410
H -3.642 2.151 4.816 -4.1 2.0 0.5 0.2920
O -2.810 1.824 4.777 3.3 -3.2 -1.6 -0.5861
H 2.372 -2.185 1.480 0.6 -0.6 -0.4 0.2059
H 2.485 -1.032 0.610 1.4 -2.3 -0.3 0.2196
O 2.950 -1.945 0.713 -1.9 2.5 1.0 -0.5607
H 4.320 4.681 1.690 -0.6 -0.7 0.6 0.2282
O 3.646 3.995 1.862 1.3 0.2 -2.0 -0.5151
H -1.183 2.048 4.566 3.9 0.1 -3.1 0.4002
H -0.022 0.924 4.096 -1.2 3.5 -0.8 0.3889
O -0.266 1.971 3.867 -2.8 -3.1 3.4 -0.9060
H -3.871 1.886 -4.507 -2.4 -1.9 -1.8 0.2629
H -1.106 0.158 -1.489 -1.2 -3.1 1.9 0.0199
H -2.397 -1.427 -0.104 -2.0 -0.2 0.4 0.1148
H 3.342 -0.353 -4.536 3.0 -1.1 -2.0 0.3065
H 3.919 2.949 -1.846 1.3 1.5 0.5 0.2730
H 3.391 3.916 2.769 -0.2 0.8 1.0 0.2889
O -4.904 0.323 0.781 -5.2 -1.4 2.0 -0.6318
H -4.408 0.790 0.201 2.5 2.7 -2.8 0.2655
H -5.844 0.502 0.384 2.6 -0.5 1.1 0.3210
O 3.354 -3.715 4.602 1.5 0.7 0.9 -0.6725
H 3.761 -2.850 4.824 -0.2 -0.9 0.0 0.2995
H 2.649 -3.431 4.047 -0.9 0.3 -0.8 0.3790
O 0.168 3.913 -0.229 2.1 0.3 1.1 -0.8362
H 1.084 3.923 0.226 -2.0 0.0 -1.0 0.1909
H -0.304 3.369 0.415 0.1 -0.1 -0.1 0.1421
O -0.792 -5.552 1.768 1.5 -5.7 7.3 -0.5313
H -1.054 -4.957 1.232 -2.7 6.5 -6.1 0.2016
H -0.171 -6.103 1.346 1.2 -0.7 -1.1 0.3021
O -0.354 -0.818 1.853 0.3 1.6 -0.6 -0.0634
H -0.899 -0.481 1.112 0.6 -0.5 0.4 -0.1910
H -0.524 -1.730 2.073 -0.6 -0.3 -0.7 0.3425
O 2.957 -3.888 -2.357 2.6 0.5 0.2 -0.5890
H 2.922 -4.141 -3.312 0.5 0.4 1.3 0.2683
H 3.944 -3.591 -2.115 -3.3 -0.8 -1.2 0.2940
O -1.573 5.267 -1.574 -5.9 -1.8 -2.5 -0.4795
H -1.530 6.131 -1.771 1.5 4.2 -0.3 0.2185
H -1.009 4.750 -1.126 4.4 -1.8 2.7 0.5367
```
Positions in Å, forces in eV/Å.

Values from the calculation:
**Electronic energy**: -3057.20066 Ha
**Orbital gap**: 0.3620 hartree
**LUMO**: -0.51 eV
**ΔE to the lowest compared entry with this formula, charge and spin**: 15.148 eV

=====

# C25H47BNO5

A 5-piece molecular cluster, C25H47BNO5 overall (ωB97M-V/def2-TZVPD, OMol25).

The geometry in XYZ format:
```
79
Properties=species:S:1:pos:R:3:forces:R:3:mulliken_charge:R:1
C 4.550 1.874 -0.430 0.6 -0.4 1.0 -0.9126
C 5.045 3.231 0.228 -0.5 -0.1 -0.5 -0.6389
C 4.206 4.512 -0.170 -0.1 -0.3 0.5 -0.7142
C 2.659 4.332 -0.100 0.1 0.6 -1.0 0.5080
C 1.827 5.055 -1.054 -1.5 -1.9 2.0 -0.8218
C 0.376 4.834 -0.993 1.9 -1.1 1.2 -0.0607
C -0.154 3.896 0.016 1.9 0.6 0.8 0.2308
B -1.727 3.521 0.170 -1.5 -0.1 0.0 0.4217
C -2.270 2.424 -0.888 0.5 0.4 0.8 -0.9276
O -2.570 4.106 1.178 2.3 -1.7 -0.9 -0.5350
C 0.767 3.239 0.956 -0.9 1.9 -2.4 -0.5839
N 2.135 3.482 0.856 -1.9 0.6 -1.0 0.1130
H 3.480 1.868 -0.756 1.0 0.1 0.0 0.2899
H 4.631 1.080 0.373 -0.1 0.7 -1.0 0.2393
H 5.256 1.550 -1.237 -1.0 0.4 0.5 0.3441
H 5.023 3.115 1.343 0.3 0.2 -0.9 0.3327
H 6.101 3.412 -0.122 -1.1 -0.1 0.7 0.3736
H 4.461 5.328 0.573 -0.2 -0.7 -1.0 0.3028
H 4.497 4.833 -1.210 -0.5 -0.2 1.1 0.3598
H 2.342 5.720 -1.781 -0.6 -0.6 0.6 0.3851
H -0.304 5.339 -1.722 0.6 -0.5 0.8 0.4509
H -1.741 1.447 -0.653 -0.7 0.8 -0.4 0.3001
H -1.932 2.753 -1.916 -0.6 -0.5 1.0 0.2910
H -3.384 2.331 -0.813 1.0 -0.1 -0.3 0.2690
H -3.100 3.401 1.596 -0.2 0.6 -0.5 0.3066
H 0.346 2.542 1.713 0.9 0.6 -0.5 0.4038
H 2.741 2.986 1.519 0.0 0.4 -0.5 0.3172
C -3.714 7.650 -1.217 0.3 0.1 0.1 -0.6326
C -4.420 7.718 -2.558 -0.3 0.0 -0.1 -0.5580
C -3.849 6.508 -3.275 0.2 -0.1 -0.2 -0.4500
O -3.553 5.532 -2.266 0.1 0.2 0.1 -0.3540
C -3.638 6.153 -0.975 -0.3 -0.1 -0.1 -0.0112
H -4.231 8.184 -0.420 0.0 0.0 0.0 0.3722
H -2.705 8.066 -1.309 0.0 0.0 0.0 0.2614
H -5.497 7.595 -2.416 0.0 0.0 0.0 0.2624
H -4.251 8.651 -3.096 0.0 -0.1 0.0 0.3530
H -2.914 6.755 -3.790 -0.1 0.1 -0.1 0.2590
H -4.545 6.085 -4.001 0.1 -0.1 0.1 0.2541
H -4.546 5.785 -0.485 0.1 0.0 0.1 0.2112
H -2.780 5.858 -0.371 0.0 0.1 0.0 -0.0184
C -2.907 -2.653 0.492 -0.3 0.2 -0.1 -0.5755
C -2.019 -3.455 -0.439 0.1 -0.3 0.1 -0.3094
C -0.889 -2.483 -0.714 0.2 0.2 -0.2 -0.2796
O -0.751 -1.662 0.457 -0.2 0.0 0.0 -0.4194
C -1.888 -1.880 1.309 0.2 -0.1 0.3 -0.1094
H -3.568 -3.266 1.105 0.1 0.0 0.0 0.3391
H -3.524 -1.960 -0.089 0.0 0.0 0.0 0.2697
H -1.634 -4.335 0.083 0.0 0.0 -0.1 0.0224
H -2.522 -3.789 -1.346 0.1 0.0 0.0 0.4083
H -1.126 -1.826 -1.558 0.0 -0.1 -0.1 0.2806
H 0.056 -2.988 -0.921 0.0 0.1 0.0 0.0748
H -1.551 -2.461 2.174 -0.1 0.0 0.1 0.0783
H -2.273 -0.920 1.661 0.1 0.0 0.0 0.2022
C 1.107 -5.713 3.752 0.2 0.1 -0.3 -0.5735
C 1.137 -5.376 5.229 0.0 -0.2 0.3 -0.6065
C 0.197 -4.186 5.299 -0.1 0.3 0.0 -0.4062
O -0.775 -4.364 4.260 0.3 -0.1 0.0 -0.3907
C -0.339 -5.420 3.393 -0.3 -0.1 0.0 0.2128
H 1.400 -6.740 3.529 0.0 0.0 0.0 0.3798
H 1.772 -5.040 3.203 0.0 -0.1 0.0 0.2582
H 0.729 -6.209 5.809 0.0 0.1 0.0 0.2641
H 2.135 -5.154 5.609 -0.1 0.0 0.0 0.3333
H 0.729 -3.248 5.105 0.1 0.0 0.1 0.2458
H -0.308 -4.106 6.263 -0.1 0.0 -0.1 0.2862
H -0.977 -6.291 3.577 0.0 0.0 -0.1 0.2939
H -0.460 -5.114 2.352 -0.1 0.1 0.1 -0.2752
C 2.800 -6.776 -1.826 0.1 -0.3 0.2 -0.5828
C 2.448 -6.436 -3.261 0.1 0.2 -0.2 -0.5582
C 0.946 -6.234 -3.176 -0.3 -0.1 0.0 -0.4220
O 0.668 -5.741 -1.857 0.3 -0.1 0.0 -0.3722
C 1.844 -5.889 -1.050 -0.1 0.3 0.1 -0.2885
H 3.846 -6.595 -1.576 -0.1 0.0 0.0 0.3403
H 2.579 -7.828 -1.629 0.0 0.1 0.0 0.2781
H 2.936 -5.500 -3.551 0.0 -0.1 0.0 0.2540
H 2.734 -7.205 -3.978 0.0 0.0 0.0 0.3512
H 0.410 -7.180 -3.301 0.0 0.0 -0.1 0.2546
H 0.576 -5.523 -3.917 -0.1 0.0 0.1 0.2766
H 2.269 -4.892 -0.889 0.1 0.0 0.1 0.2587
H 1.572 -6.312 -0.081 -0.1 0.0 0.0 0.2125
```
Positions in Å, forces in eV/Å.

Values from the calculation:
**Electronic energy**: -1436.30434 Ha
**Orbital gap**: 0.2515 hartree
**Total charge**: +1
**LUMO**: -4.12 eV

=====

# C5H17N2O

A 2-piece molecular cluster, C5H17N2O overall (ωB97M-V/def2-TZVPD, OMol25).

The geometry in XYZ format:
```
25
Properties=species:S:1:pos:R:3:forces:R:3:nbo_charge:R:1
C -1.171 1.208 0.175 -2.0 -0.5 -0.2 -0.2394
C -0.437 0.548 -0.967 1.0 -0.1 -0.5 -0.4315
C 0.927 -0.076 -0.647 -0.7 -0.9 0.4 -0.4023
C 0.796 -1.290 0.326 0.7 1.3 0.2 -0.2263
N -0.345 -2.093 -0.029 0.1 0.0 0.1 -0.6498
C -0.127 -2.970 -1.176 -1.1 -0.4 -0.1 -0.4289
N -0.784 2.656 0.312 1.3 -0.6 -0.2 -0.6820
H -1.212 0.689 1.128 1.0 0.2 0.2 0.2591
H -2.252 1.219 -0.011 0.2 0.3 -0.6 0.2281
H -1.041 -0.204 -1.464 -0.3 0.1 0.3 0.2660
H -0.228 1.307 -1.728 -0.3 0.1 -0.2 0.1950
H 1.577 0.709 -0.254 0.4 -0.3 -0.1 0.1750
H 1.349 -0.507 -1.550 0.2 0.6 -0.3 0.2280
H 0.724 -0.846 1.324 -0.5 -0.5 0.1 0.1908
H 1.758 -1.819 0.336 0.0 -0.2 -0.1 0.1842
H -0.672 -2.638 0.753 0.0 0.0 0.1 0.3767
H -1.116 -3.304 -1.509 0.1 0.0 0.0 0.2108
H 0.431 -3.888 -0.968 0.4 0.3 0.0 0.1928
H 0.287 -2.436 -2.028 0.3 0.1 0.1 0.1922
H -0.421 2.963 -0.595 -1.0 0.4 -0.2 0.4361
H 0.074 2.753 0.870 -0.4 -0.4 0.9 0.4547
H -1.546 3.202 0.699 0.1 0.4 -0.2 0.4478
H 1.572 1.200 1.825 -0.4 -0.2 0.2 0.4880
H 1.106 2.119 2.918 -0.3 -0.3 0.1 0.4947
O 0.753 1.497 2.261 1.1 0.7 0.0 -0.9597
```
Positions in Å, forces in eV/Å.

Values from the calculation:
**Electronic energy**: -385.19411 Ha
**Orbital gap**: 0.3164 hartree
**Total charge**: +1
**LUMO**: -3.35 eV
**ΔE to the lowest compared entry with this formula, charge and spin**: 1.269 eV

=====

- Which formula does entry 1 have?
  H80O40

=====

- Which of these has the highest electronic energy?
  C5H17N2O

=====

- Which value of orbital gap does entry 2 give?
  0.2515 hartree